# 1
DFT (ωB97M-V/def2-TZVPD) results for a cluster of 8 separate species, C44H48O18 in total.

```
110
Properties=species:S:1:pos:R:3:lowdin_charge:R:1
C 20.603 11.595 12.133 -0.0143
C 22.517 11.055 13.450 -0.2991
C 17.418 14.678 8.991 -0.0174
C 17.985 9.106 11.490 -0.3852
C 15.363 15.172 7.898 -0.3250
O 22.614 13.810 6.681 0.0374
H 19.925 11.151 9.039 0.1140
C 20.868 18.625 10.131 -0.0193
H 19.922 20.743 9.583 0.1114
C 9.101 13.971 8.160 -0.3401
C 22.998 12.375 13.326 0.0070
C 21.524 17.378 10.171 0.0015
C 15.600 20.384 10.617 -0.3545
O 14.547 15.962 7.176 0.0165
C 21.301 10.678 12.864 -0.0084
C 22.226 13.283 12.533 -0.0130
O 23.234 10.060 14.086 0.0325
C 18.229 17.047 11.861 -0.2964
C 11.228 15.026 7.895 -0.0453
H 14.085 17.844 9.042 0.1210
H 16.735 21.895 9.822 0.1222
O 19.256 16.390 12.572 0.0629
H 8.001 14.193 9.665 0.1045
H 16.512 16.736 13.171 0.0785
H 14.954 16.819 6.974 0.0703
H 10.336 13.816 4.950 0.1211
C 16.799 16.483 12.165 0.0114
H 20.091 8.862 10.802 0.0768
O 19.422 20.158 8.999 0.0348
C 14.774 18.661 9.197 -0.0064
H 16.681 20.873 7.454 0.1220
H 19.232 7.506 11.574 0.1115
H 15.839 19.112 6.231 0.1228
H 17.057 16.509 7.992 0.0974
C 20.462 13.266 5.868 -0.0244
H 18.823 7.913 9.905 0.0879
H 17.858 10.117 11.113 0.1241
O 19.604 18.574 13.033 0.0320
O 17.933 11.068 7.190 0.0435
H 22.249 17.207 10.944 0.1292
C 16.944 13.401 9.305 -0.2951
H 18.395 19.233 11.573 0.1121
O 15.488 18.545 6.932 0.0071
H 22.050 14.730 8.539 0.0757
C 20.368 16.711 8.182 -0.0168
O 7.954 13.693 8.836 0.0385
C 16.649 8.454 11.560 -0.0947
H 13.093 15.349 6.127 0.0625
C 19.998 18.920 9.110 -0.3115
H 21.955 12.245 8.727 0.1358
O 16.357 8.295 12.953 0.0561
H 8.287 13.031 6.412 0.1189
H 15.843 9.013 11.116 0.1278
H 24.046 10.424 14.467 0.1025
H 16.829 15.395 12.027 0.0843
H 10.132 14.945 9.764 0.1130
C 9.138 13.582 6.807 -0.0085
H 13.848 13.689 7.981 0.1136
H 20.805 14.369 10.740 0.0666
C 20.092 17.277 13.200 -0.5476
C 21.440 13.129 6.820 -0.3666
C 19.730 17.913 8.134 -0.0073
H 19.018 18.033 7.322 0.1141
C 16.656 15.548 8.250 0.0016
H 18.480 12.907 10.366 0.0604
C 16.245 20.382 8.313 -0.0054
H 14.280 18.829 11.240 0.1258
H 17.586 18.839 13.074 0.1357
H 19.600 11.391 11.813 0.0918
H 18.516 16.898 10.804 0.1364
H 20.883 9.692 13.036 0.1132
C 21.066 12.909 11.943 -0.2940
O 18.326 9.358 12.810 0.0517
O 17.665 12.483 10.056 0.0048
C 16.296 20.949 9.591 -0.0108
H 11.972 15.560 8.470 0.1038
H 20.652 13.951 5.065 0.1137
H 18.398 14.948 9.322 0.0952
C 15.622 13.069 8.981 0.0045
H 15.204 12.119 9.294 0.1203
H 16.139 16.906 11.407 0.0651
H 22.689 14.320 5.871 0.1124
H 16.648 7.439 11.155 0.1367
H 21.146 19.333 10.899 0.1252
C 11.289 14.676 6.567 -0.3202
O 17.466 8.728 14.802 0.2299
O 21.035 16.978 13.807 0.1896
C 20.032 11.702 8.108 0.0013
C 19.253 12.584 5.971 0.0061
C 19.128 8.348 10.855 0.0001
H 14.924 20.762 12.355 0.0959
C 14.853 19.239 10.417 -0.0360
O 12.308 14.974 5.691 0.0269
H 22.554 14.315 12.575 0.1165
C 19.075 11.813 7.087 -0.3196
H 20.251 15.895 7.462 0.1239
H 18.468 12.691 5.230 0.1286
C 10.204 13.963 6.020 -0.0092
C 21.257 16.447 9.231 -0.3438
H 17.717 10.893 8.107 0.0798
C 17.370 8.905 13.683 -0.5420
H 23.866 12.691 13.899 0.1097
O 21.906 15.269 9.326 0.0375
O 15.691 20.961 11.839 0.0594
C 10.159 14.676 8.711 -0.0341
C 18.349 18.488 12.358 -0.1035
C 21.220 12.361 7.929 -0.0255
O 20.224 13.723 11.174 0.0038
C 15.531 19.218 8.148 -0.2876
C 14.857 13.950 8.245 -0.0017
```

Computed properties:
net charge	0
max |F|	0.1122	hartree/bohr
total energy	-3059.79157	hartree
Kohn-Sham gap	7.94	eV
energy above the lowest of the compared OMol25 structures with the same formula, charge and spin	0.0	kcal/mol
SMILES	C[C@H]1COC(=O)O1.C[C@H]1COC(=O)O1.Oc1ccc(O)cc1.Oc1ccc(O)cc1.Oc1ccc(O)cc1.Oc1ccc(O)cc1.Oc1ccc(O)cc1.Oc1ccc(O)cc1



# 2
DFT (ωB97M-V/def2-TZVPD) results for a structure of composition C44H50B2HgN8O3SSi.

```
110
Properties=species:S:1:pos:R:3:lowdin_charge:R:1
H 2.585 -2.951 4.991 0.0890
H -4.054 3.100 1.859 0.0838
C 5.806 -1.596 0.043 0.0012
C -2.512 -4.152 2.204 -0.1196
H 2.632 5.883 -0.879 0.1152
C -3.062 -5.207 1.487 -0.1386
C -1.365 0.724 3.656 -0.1023
C 5.814 0.283 -1.754 -0.4664
H -2.382 6.227 -0.264 0.0326
C -2.858 3.878 0.138 -0.0633
Hg 0.504 -0.262 -1.044 0.3925
H 2.481 1.250 2.284 0.0682
H 4.770 -4.076 4.633 0.0770
C -2.789 7.236 -0.355 -0.0653
H 6.760 -1.014 -3.203 0.0897
C 3.492 -4.253 1.489 -0.1676
H 7.840 -0.045 -1.007 0.0862
H 3.587 -2.385 -1.234 0.0503
H 3.535 -1.179 -2.505 0.0845
H -2.840 -6.458 -0.246 0.0828
H 3.754 -4.635 0.505 0.0769
C 0.018 6.592 1.162 -0.5507
Si 1.091 -3.320 0.156 0.5597
H 6.840 1.042 -0.009 0.0939
H -0.947 -2.702 2.337 0.0747
C -0.589 -4.058 0.700 -0.3687
N -2.821 1.762 0.766 0.0176
C 1.823 5.738 -0.175 -0.0263
C 0.508 4.238 1.177 -0.0043
N -3.110 -0.772 0.605 0.0163
O 4.930 1.422 -1.782 0.1173
C 2.415 3.363 -0.103 0.0093
H 1.260 7.813 -0.091 0.1036
H -5.589 -0.947 5.139 0.0862
H -0.675 -5.489 -0.901 0.0754
B 3.961 1.229 -0.814 -0.7350
H 1.588 -4.463 -0.725 -0.0817
H 7.476 1.609 -1.554 0.0874
H 5.129 -2.251 0.590 0.0755
H -3.084 4.933 0.065 0.0442
C -5.217 -0.360 4.315 -0.0395
H -3.032 -3.770 3.078 0.0829
H -1.588 4.448 -2.317 0.0652
C -2.212 -2.589 -2.343 -0.0608
C -2.004 3.113 -0.688 -0.3702
C 3.063 2.399 -0.410 0.1618
C -1.743 8.244 0.027 -0.7059
H 2.185 -0.264 1.429 0.0274
H -7.635 1.783 3.409 0.0669
H -1.110 2.749 -2.587 0.0650
C -2.404 -5.663 0.351 -0.1271
N -1.987 1.855 -0.290 0.1075
C -4.109 -0.605 3.537 -0.1218
C 1.062 6.808 0.263 -0.0949
C -6.959 1.594 4.244 -0.0573
N -2.293 -1.061 -0.436 0.0759
N -5.022 1.268 2.772 0.1169
H -4.987 -1.516 1.309 0.1053
H -1.394 -3.258 -2.065 0.0461
C 1.963 -3.156 2.951 -0.1278
H -1.792 -1.782 -2.945 0.0511
H -3.629 7.318 0.335 0.0920
C 4.211 -1.741 -1.856 -0.0182
C -4.096 -2.396 -0.525 -0.0490
N -1.539 0.294 2.381 0.0011
C 1.568 4.444 0.296 -0.2383
C 2.848 -3.326 4.008 -0.1224
C 7.079 0.737 -1.030 -0.0215
H 0.287 3.230 1.512 0.1259
C 4.388 -4.419 2.539 -0.1410
H 6.545 -2.211 -0.478 0.0952
H -7.495 1.032 5.010 0.0621
S -0.998 7.960 1.691 0.9360
H 0.475 1.063 4.828 0.0832
H -2.931 -3.152 -2.942 0.0644
O -1.385 9.147 -0.661 0.0339
H 6.719 0.708 -3.643 0.0851
C 2.044 0.252 2.379 -0.0469
C 2.244 -3.625 1.653 -0.3620
C -4.206 -1.574 0.570 -0.0967
H 1.031 -2.631 3.133 0.0770
C -0.266 5.305 1.599 -0.0912
C -1.314 -3.573 1.802 -0.1182
C 0.587 0.352 2.702 -0.3812
H -6.675 2.562 4.664 0.0659
C -5.752 0.833 3.787 -0.3743
N -4.009 0.384 2.624 -0.0166
H -3.390 -1.410 3.563 0.1180
H -4.790 -3.158 -0.845 0.0865
H -0.149 3.771 -1.540 0.0497
H 5.340 -4.914 2.364 0.0835
C -3.353 2.975 1.054 -0.0866
C 6.154 -0.105 -3.181 -0.0183
H -3.126 7.407 -1.376 0.0914
H 2.585 -0.290 3.158 0.0676
H -4.006 -5.646 1.793 0.0816
C 4.994 -0.791 -0.955 -0.4526
H -2.199 0.973 4.293 0.1072
H 4.882 -2.356 -2.461 0.0862
C -0.015 0.771 3.911 -0.0460
H 5.247 -0.263 -3.763 0.0879
H 6.311 -0.957 0.768 0.0832
N -0.337 0.070 1.800 0.0859
C 4.072 -3.958 3.812 -0.1421
H -1.093 5.145 2.279 0.1085
C -1.169 3.551 -1.852 -0.0367
C -1.185 -5.106 -0.021 -0.1574
O 4.028 -0.001 -0.245 0.0936
C -2.870 -2.029 -1.121 -0.3736
B -2.869 0.421 1.565 -0.6296
```

Computed properties:
net charge	-2
max |F|	0.0171	hartree/bohr
total energy	-3261.44562	hartree
Kohn-Sham gap	3.66	eV



# 3
DFT (ωB97M-V/def2-TZVPD) results for a cluster of 6 separate species, C44H50BF3N2O5 in total.

```
105
Properties=species:S:1:pos:R:3:lowdin_charge:R:1
H 6.208 9.074 -3.201 0.0935
C -5.174 -4.573 1.520 -0.0851
C 2.870 5.669 -1.590 -0.0826
H -1.320 -11.486 2.172 0.0980
C -2.360 -3.737 -1.365 -0.2884
C -1.295 -3.979 -0.533 -0.1899
H 6.693 5.304 -1.986 0.0984
H -0.215 -0.045 0.993 0.1128
C 3.704 6.740 -1.300 -0.0931
C -2.124 -8.355 1.164 -0.0850
H 4.216 -6.074 3.188 0.1010
C 4.720 12.114 -3.264 -0.1002
H 2.038 -5.591 4.249 0.1025
H 0.933 -3.416 3.864 0.1045
C 3.319 10.454 -4.295 -0.0962
H 0.083 -2.876 0.680 0.1119
H 4.108 8.460 -4.347 0.1022
C -3.203 -10.521 2.525 -0.1001
H -3.623 -11.364 3.059 0.0983
H -0.319 -2.319 -2.287 0.1218
H 0.787 -3.818 -0.598 0.1230
C -2.259 3.566 2.999 -0.0597
C -1.909 -10.589 2.029 -0.1019
C -2.220 1.039 -0.738 -0.0077
C 3.411 4.469 -2.030 -0.0909
C 5.460 9.830 -3.401 -0.1029
O -2.709 0.561 1.652 0.1282
H 1.078 -1.714 -1.355 0.1031
H -5.856 -6.422 0.669 0.1027
H -1.903 -1.203 -1.028 0.1321
N -0.975 -0.612 0.615 0.1251
O 2.103 0.417 -2.086 0.1120
H 3.135 1.030 0.139 0.0927
H -4.014 -7.398 1.505 0.0671
H 3.282 7.677 -0.960 0.1028
H 4.201 -2.195 1.384 0.0985
C 1.890 -3.626 3.404 -0.0932
C -1.369 -9.505 1.350 -0.0964
H 1.799 5.765 -1.475 0.0972
O -2.950 3.450 -1.267 0.1592
C 4.279 9.485 -4.043 -0.0968
F -1.387 -5.079 0.259 0.0615
H -1.410 4.212 3.203 0.0794
F -2.346 -3.835 -2.681 0.1542
O 0.454 3.583 -2.158 0.1209
C 3.537 11.768 -3.902 -0.0994
C -3.960 -9.373 2.335 -0.0904
H -2.669 4.839 1.309 0.1237
C 1.468 0.859 -1.150 -0.4206
C -3.422 -8.290 1.654 -0.0802
H 4.891 13.138 -2.961 0.0988
H -4.627 -4.275 0.639 0.0744
C -5.864 -5.779 1.540 -0.1183
C -6.565 -6.159 2.676 -0.0987
C 0.027 -1.973 -1.319 -0.0945
H 1.854 -0.102 0.734 0.0604
C -0.068 -3.175 -0.353 -0.1232
H 2.785 12.522 -4.094 0.0989
N 0.165 1.476 -1.303 0.0636
C 0.261 1.962 -3.876 0.0265
C 4.786 4.337 -2.172 -0.0933
H -3.656 3.356 1.353 0.1180
H 2.012 -1.721 2.429 0.0832
H -3.900 3.316 -1.267 0.1057
C 2.510 -4.848 3.619 -0.0904
H -1.702 -7.510 0.638 0.0839
H -0.267 1.037 -4.048 0.0718
C 4.344 -4.165 2.220 -0.0953
H -0.190 2.775 -4.433 0.0949
H 2.398 10.186 -4.797 0.0997
C 3.726 -2.940 2.009 -0.0970
B -2.285 2.602 -0.381 -0.6261
C -0.933 0.534 -1.475 -0.1958
C 2.076 0.839 0.240 0.0352
H 6.606 11.415 -2.520 0.0991
H 5.208 3.399 -2.511 0.0990
H 5.728 7.446 -1.221 0.0936
H -7.132 -5.628 4.675 0.0996
H 2.763 3.640 -2.262 0.0717
H 1.631 1.659 0.799 0.0944
O -1.680 3.132 0.720 0.0620
C 0.310 2.414 -2.437 -0.3981
C -5.189 -3.748 2.636 -0.0825
C 5.682 11.145 -3.015 -0.0976
H -0.359 -9.557 0.964 0.0988
F -3.541 -3.351 -0.882 0.1157
H -4.971 -9.321 2.720 0.0964
C 2.498 -2.674 2.598 -0.1109
H -7.099 -7.101 2.692 0.1003
H -1.277 0.336 -2.493 0.1445
H -5.912 -3.480 4.638 0.1001
H -4.648 -2.809 2.623 0.1022
C 5.079 6.610 -1.446 -0.1075
C -2.061 0.358 0.660 -0.3646
H -3.110 0.726 -1.273 0.1506
C 3.735 -5.119 3.024 -0.0931
C -6.582 -5.332 3.790 -0.0951
H 1.290 1.905 -4.217 0.0951
C 5.620 5.407 -1.878 -0.0997
H -1.913 2.552 3.163 0.0687
H -3.078 3.750 3.688 0.0806
C -0.890 -0.861 -0.829 -0.2794
H 5.299 -4.376 1.758 0.1007
C -2.679 3.785 1.568 -0.2010
C -5.896 -4.126 3.769 -0.0937
```

Computed properties:
net charge	0
max |F|	0.0537	hartree/bohr
total energy	-2516.70712	hartree
Kohn-Sham gap	7.91	eV
SMILES	CCOB(O)[C@@H]1C(=O)N[C@H](CCC(F)=C(F)F)[C@@H]1N(C(C)=O)C(C)=O.c1ccccc1.c1ccccc1.c1ccccc1.c1ccccc1.c1ccccc1



# 4
DFT (ωB97M-V/def2-TZVPD) results for a structure of composition C44H50ClN5OS6Ti.

```
108
Properties=species:S:1:pos:R:3:lowdin_charge:R:1
Ti -0.045 0.188 0.404 0.6846
C 1.770 -6.223 -1.153 -0.4152
C -2.822 -0.357 0.373 -0.1709
C -1.238 -3.538 2.517 -0.1537
H 3.399 0.132 -2.655 0.1198
H -2.976 -4.662 1.895 0.1371
C -1.174 -5.792 3.664 -0.0812
H 2.757 -1.213 -1.705 0.0771
S -3.840 4.807 0.126 1.0624
H -0.613 2.045 3.192 0.0989
H 0.874 2.489 -2.721 0.0878
H -6.845 2.890 -0.430 0.1278
C 0.823 -2.625 -0.853 -0.1219
H -0.616 -7.509 4.932 0.1293
C 2.616 -6.741 0.058 -0.5056
N 2.536 -3.261 0.342 0.1908
H 4.174 -5.196 0.208 0.0632
H -0.774 2.442 -3.375 0.1171
C 3.501 0.925 0.553 -0.3986
S 2.245 0.963 -0.749 0.8810
C 2.930 1.735 1.716 -0.4058
O 2.281 -6.763 -2.369 0.0016
H 0.794 2.995 3.642 0.1166
N -1.028 -1.338 1.542 -0.0084
C -3.688 -7.411 0.654 -0.0753
H 4.491 -6.451 -1.009 0.0999
C -2.392 -6.975 0.432 -0.0458
N 1.045 -1.637 0.029 -0.0770
H 2.530 -1.614 1.618 0.1241
H 2.299 -7.726 -2.320 0.1137
H 1.016 -6.772 1.567 0.0790
C -0.063 3.555 1.708 -0.3709
H -0.381 -4.939 0.209 0.0987
C -2.957 -2.708 1.016 -0.0868
C -0.660 3.242 -1.383 -0.3840
H 3.074 -4.649 -1.803 0.1424
H -5.807 0.864 -0.628 0.1496
H 0.606 4.412 1.735 0.1068
H 1.907 -5.245 1.516 0.0457
H 2.779 2.778 1.440 0.0937
C 2.657 -8.278 0.012 -0.0217
C -2.115 -5.969 -0.495 -0.2406
C -3.174 -5.438 -1.223 -0.0536
C 0.680 -5.789 5.036 -0.3400
C -0.169 2.298 -2.479 -0.4024
S 0.747 -4.240 4.337 1.0757
C 4.068 -6.255 -0.023 -0.0360
C -4.154 -0.378 -0.051 -0.0950
C -4.780 0.849 -0.285 0.1338
H -0.723 -4.748 -1.520 0.0966
C -0.570 -2.308 2.320 -0.0548
C -4.116 2.042 0.009 -0.1548
H -0.031 -7.036 -1.980 0.1495
C 0.287 2.522 2.801 -0.3951
C -4.837 -1.645 -0.095 0.0471
H 3.105 -8.649 0.934 0.1047
C 2.546 -0.212 -2.069 -0.3898
C 1.263 -0.146 -2.931 -0.3966
H -0.354 4.258 -1.641 0.1258
S -0.283 0.471 -2.109 0.9200
H 1.673 -8.742 -0.074 0.0939
H -2.245 2.839 0.642 0.0362
C 0.275 -6.593 -1.030 -0.0844
C -5.231 5.777 -0.090 -0.3360
C 1.999 -6.326 1.402 -0.0403
C 2.104 -2.110 0.761 -0.1946
H 3.763 -0.093 0.827 0.0837
H -3.895 -8.198 1.367 0.1213
H 1.387 0.518 -3.787 0.1064
S 1.311 1.070 2.318 0.9215
C -2.228 -1.518 0.918 -0.1580
C -6.072 3.634 -0.292 -0.0674
H 0.379 -2.130 2.811 0.0919
H 0.045 -2.660 -1.599 0.1522
H 1.007 -1.125 -3.330 0.0920
H 0.170 -7.377 -0.286 0.0938
C -4.733 -6.852 -0.074 -0.6685
H -2.982 -4.695 -1.991 0.1171
C -2.427 -3.732 1.807 0.1098
H 3.603 1.693 2.572 0.1173
H -2.070 -6.194 3.214 0.1134
S 0.241 2.731 0.115 0.8575
N -2.095 0.788 0.505 -0.0179
H -1.081 3.914 1.852 0.0918
C -2.776 1.939 0.393 -0.1017
Cl -6.347 -7.386 0.194 0.7479
H -5.847 -1.675 -0.482 0.1440
C -6.344 5.023 -0.301 -0.1172
N 1.720 -3.584 -0.678 -0.0291
H 4.672 -6.801 0.702 0.1019
C -0.392 -6.509 4.592 -0.1210
H -1.586 -7.439 0.989 0.1156
C -4.266 -2.757 0.417 0.0376
C -4.749 3.348 -0.073 -0.4815
H 1.427 -6.086 5.755 0.0949
C 2.016 -4.742 -1.567 0.0003
H -5.289 -5.495 -1.631 0.1176
C -0.705 -5.471 -0.696 -0.1485
H -7.326 5.445 -0.452 0.1323
H -5.151 6.852 -0.045 0.0947
H -1.739 3.225 -1.270 0.0570
H 2.645 -6.674 2.210 0.1025
H 4.403 1.422 0.192 0.1244
H -4.805 -3.694 0.446 0.1264
C -0.682 -4.531 3.408 -0.4887
C -4.476 -5.881 -1.030 -0.1086
H 1.448 -4.560 -2.478 0.1460
H 3.289 -8.643 -0.800 0.1000
```

Computed properties:
net charge	+4
max |F|	0.0073	hartree/bohr
total energy	-5753.15089	hartree
Kohn-Sham gap	3.27	eV
energy above the lowest of the compared OMol25 structures with the same formula, charge and spin	33.2	kcal/mol